Arrangement w

Molecular formula: C4H14NO2
Method: DFT, ωB97M-V/def2-TZVPD

The value obtained for the frontier orbital gap is 11.25 eV. The charge is +1.

Geometry as XYZ:
```
21
Properties=species:S:1:pos:R:3:mulliken_charge:R:1
H 1.85 0.29 -2.11 0.277
H 0.19 -1.65 2.66 0.357
O -1.45 2.83 0.33 -0.689
H 1.87 0.05 1.58 0.340
N -0.43 0.63 -0.99 -0.236
C 2.01 0.41 -1.09 -0.963
H -0.87 1.47 -0.58 0.328
H 0.79 -2.30 1.19 0.325
H -0.98 -0.26 -0.96 0.359
H -0.93 -1.53 1.25 0.227
O -1.16 -2.19 -1.43 -0.692
C 0.80 -0.02 1.14 -0.471
H 0.28 0.76 1.79 0.187
H -1.18 3.06 1.24 0.327
C 0.24 -1.41 1.53 -1.064
H -2.09 -2.53 -1.52 0.355
H -1.69 3.59 -0.23 0.326
C 0.93 0.39 -0.30 0.641
H 3.03 0.31 -0.81 0.326
H -0.33 0.81 -2.07 0.415
H -0.87 -2.71 -0.62 0.325
```

---

Arrangement x

Molecular formula: C4H14NO2
Method: DFT, ωB97M-V/def2-TZVPD

The value obtained for the frontier orbital gap is 11.54 eV. The charge is +1.

Geometry as XYZ:
```
21
Properties=species:S:1:pos:R:3:mulliken_charge:R:1
N 0.82 0.52 -0.61 -0.240
H -1.19 0.85 -0.82 0.332
H 2.68 -2.04 -1.92 0.307
H 1.24 -2.57 -2.03 0.312
H 0.76 -0.47 -0.93 0.282
C -0.38 2.48 0.34 -1.420
H 1.04 1.08 -1.43 0.389
H -1.87 0.31 1.46 0.399
C -0.64 -1.35 1.00 -0.606
H -1.18 -1.89 1.78 0.427
H 0.42 -1.62 1.09 0.322
H -1.21 2.73 0.98 0.383
H -0.48 3.11 -0.54 0.402
H -0.22 0.46 2.07 0.331
C -0.82 0.16 1.21 -0.765
H 1.60 0.61 0.04 0.377
O 1.76 -1.77 -1.91 -0.649
H 0.55 2.67 0.88 0.410
C -0.50 1.00 0.00 0.229
H -1.25 -2.61 -0.36 0.323
O -1.12 -1.65 -0.30 -0.544
```

---

Stability ranking, top and bottom: arrangement x is the most stable and arrangement w is the least stable.

---

Arrangement w

Molecular formula: C4H14NO2
Method: DFT, ωB97M-V/def2-TZVPD

The value obtained for the frontier orbital gap is 11.12 eV. The charge is +1.

Geometry as XYZ:
```
21
Properties=species:S:1:pos:R:3:mulliken_charge:R:1
C -0.81 -1.33 -0.24 -0.780
H -0.54 -2.07 -0.98 0.467
C 0.06 2.08 -1.92 -1.233
N -1.02 0.94 0.51 -0.192
H -1.90 -1.43 -0.16 0.354
C -0.22 0.09 -0.41 0.082
H 1.15 2.15 -1.78 0.328
H -0.31 2.79 -1.16 0.340
H 1.81 -1.19 1.74 0.280
O 2.34 -0.69 2.38 -0.609
O -0.24 -1.72 1.03 -0.494
C -0.41 0.66 -1.87 -0.565
H -1.47 0.69 -2.07 0.368
H -1.27 1.83 0.07 0.306
H 0.00 2.71 -2.82 0.361
H -1.82 0.49 1.00 0.386
H -0.36 -2.67 1.04 0.308
H -0.47 1.10 1.37 0.393
H 3.21 -1.06 2.19 0.334
H 0.84 0.07 -0.13 0.206
H 0.12 -0.04 -2.56 0.362
```

---

Arrangement x

Molecular formula: C4H14NO2
Method: DFT, ωB97M-V/def2-TZVPD

The value obtained for the frontier orbital gap is 10.57 eV. The charge is +1.

Geometry as XYZ:
```
21
Properties=species:S:1:pos:R:3:mulliken_charge:R:1
H -1.11 -1.53 -1.14 0.343
H -0.74 1.04 0.22 0.341
H -1.97 -1.60 1.25 0.349
C -1.99 -0.65 0.62 -0.528
O 2.41 2.15 0.88 -0.510
H -0.83 0.66 1.84 0.383
H 3.32 2.42 1.07 0.336
N -0.84 0.27 0.90 -0.254
C 1.84 0.46 -0.81 -1.076
H 0.06 -0.28 0.82 0.187
H 1.13 1.24 -1.10 0.347
C -2.04 -1.04 -0.84 -0.451
H 2.63 0.45 -1.57 0.337
O -3.07 -2.03 -1.04 -0.511
H 3.54 0.44 0.53 0.388
H -2.85 -0.03 0.89 0.362
C 2.49 0.75 0.52 -0.163
H -3.09 -2.24 -2.02 0.344
H 1.31 -0.51 -0.90 0.269
H -2.18 -0.13 -1.43 0.336
H 1.96 0.17 1.31 0.169
```

---

Arrangement y

Molecular formula: C4H14NO2
Method: DFT, ωB97M-V/def2-TZVPD

The value obtained for the frontier orbital gap is 12.16 eV. The charge is +1.

Geometry as XYZ:
```
21
Properties=species:S:1:pos:R:3:mulliken_charge:R:1
N -0.20 0.35 0.51 -0.057
O 1.17 0.19 -1.78 -0.544
H 2.64 2.76 0.12 0.303
H -1.00 0.98 0.41 0.403
C -0.33 -0.94 -0.25 0.216
H 1.31 3.48 0.09 0.298
O 1.70 2.61 0.28 -0.617
H 1.11 0.04 2.18 0.323
H 0.36 -1.58 0.29 0.290
H -0.76 -0.22 -2.23 0.325
H -2.11 -1.77 0.82 0.378
C 0.06 0.19 1.95 -0.944
H -0.33 1.02 2.50 0.355
H 0.22 -1.64 -2.21 0.453
H -0.49 -0.68 2.31 0.401
H 0.52 0.93 0.04 0.343
H 2.02 -0.25 -1.87 0.330
H -2.43 -0.82 -0.70 0.401
C -1.74 -1.48 -0.17 -1.353
C 0.07 -0.69 -1.69 -0.700
H -1.78 -2.48 -0.60 0.397
```

---

Arrangement z

Molecular formula: C4H14NO2
Method: DFT, ωB97M-V/def2-TZVPD

The value obtained for the frontier orbital gap is 11.33 eV. The charge is +1.

Geometry as XYZ:
```
21
Properties=species:S:1:pos:R:3:mulliken_charge:R:1
H -2.89 0.91 -0.60 0.339
H -1.02 -1.10 -1.78 0.288
C 2.15 1.34 -0.52 -1.152
C 0.88 -0.77 -0.99 0.557
C 0.03 -0.92 -1.99 -0.969
H 3.12 1.83 -0.61 0.344
H -2.70 0.39 0.91 0.313
O -2.78 0.14 -0.03 -0.632
H -2.84 0.73 3.32 0.324
C 2.20 -0.06 -1.01 -0.505
H -2.97 -0.74 3.80 0.316
N 0.27 -0.89 0.38 -0.201
H 1.42 1.96 -1.05 0.323
H 1.95 1.39 0.56 0.376
H 0.50 0.00 0.83 0.336
H 2.52 -0.08 -2.06 0.366
H 0.66 -1.60 1.00 0.366
H 0.37 -0.69 -2.99 0.289
O -3.05 -0.15 3.03 -0.644
H 2.91 -0.73 -0.50 0.299
H -0.74 -0.96 0.30 0.268
```

---

Stability ranking, top and bottom: arrangement y is the most stable and arrangement x is the least stable.

---

Arrangement w

Molecular formula: C4H14NO2
Method: DFT, ωB97M-V/def2-TZVPD

The value obtained for the frontier orbital gap is 12.50 eV. The charge is +1.

Geometry as XYZ:
```
21
Properties=species:S:1:pos:R:3:mulliken_charge:R:1
H 0.17 -0.88 -1.33 0.323
H 2.11 -0.42 0.37 0.339
H -1.75 0.48 -0.68 0.379
O -0.87 -1.32 1.86 -0.615
N 0.16 -0.32 -0.46 -0.071
C 1.46 0.30 -0.13 -0.704
C -0.46 1.64 0.77 -0.442
H -1.06 1.25 1.63 0.226
H 1.39 1.18 1.85 0.306
H -0.42 1.59 -1.26 0.388
O -0.48 -2.19 -2.37 -0.643
C 1.10 1.45 0.83 -0.490
H -0.23 -2.20 -3.30 0.296
H 1.78 2.23 0.49 0.294
H -0.85 2.66 0.60 0.372
H -1.76 -1.68 1.80 0.301
C -0.74 0.86 -0.52 -0.661
H -0.76 -3.11 -2.22 0.296
H -0.14 -1.01 0.35 0.431
H 1.93 0.70 -1.04 0.392
H -0.57 -1.22 2.76 0.284
```

---

Arrangement x

Molecular formula: C4H14NO2
Method: DFT, ωB97M-V/def2-TZVPD

The value obtained for the frontier orbital gap is 10.91 eV. The charge is +1.

Geometry as XYZ:
```
21
Properties=species:S:1:pos:R:3:mulliken_charge:R:1
H -0.97 1.77 -1.78 0.362
H -0.40 -3.05 -0.01 0.355
H -0.79 2.59 -0.11 0.179
H -0.15 -2.53 -1.41 0.370
H -2.04 -0.94 -1.61 0.286
H -2.19 2.83 -0.92 0.342
H 1.95 -0.31 1.04 0.348
H -1.82 0.74 0.97 0.263
H 1.01 -2.30 -0.15 0.297
N 0.04 -2.29 -0.41 -0.165
H 2.01 2.69 -0.01 0.309
H 2.84 -1.64 1.42 0.319
C -0.64 -1.11 0.11 -0.462
C -2.13 0.78 -0.07 -0.470
C -1.66 -0.51 -0.63 -0.258
O 2.38 2.17 0.69 -0.631
H -0.53 -0.94 1.20 0.438
C -1.47 2.02 -0.82 -0.964
O 2.13 -1.29 0.84 -0.676
H 3.36 2.21 0.46 0.336
H -3.23 0.82 -0.04 0.422
```

---

Stability ranking, top and bottom: arrangement w is the most stable and arrangement x is the least stable.